[1]
{
  "formula": "C5H8FNaO4",
  "method": "the ωB97M-V functional and the def2-TZVPD basis",
  "symbols": ["Na", "F", "O", "O", "O", "O", "C", "C", "C", "C", "C", "H", "H", "H", "H", "H", "H", "H", "H"],
  "xyz": [[-7.166, -1.307, -2.098], [-1.390, -0.217, -3.193], [-2.563, -1.829, -2.149], [-0.372, 1.040, -0.249], [-3.934, -0.259, -1.434], [-4.759, -2.198, -2.145], [-3.828, -1.415, -1.986], [-1.612, -0.802, -1.964], [-2.220, 0.210, -0.994], [0.265, 0.502, 0.863], [-0.124, 1.189, 2.171], [0.375, 0.713, 3.030], [-0.660, -1.245, -1.599], [-1.210, 1.143, 2.339], [1.368, 0.574, 0.743], [0.040, -0.587, 0.963], [0.172, 2.249, 2.140], [-2.321, -0.208, 0.018], [-2.388, 1.183, -1.468]],
  "atomic_forces_ev_per_a": [[1.187, -0.242, 0.063], [-0.040, -0.135, 0.306], [0.552, -0.592, -0.704], [-0.747, -0.453, -0.519], [-0.156, -0.360, -0.897], [-1.088, -0.234, -0.927], [-0.288, 0.784, 2.178], [0.246, 0.392, 0.600], [1.379, -0.197, -0.108], [-0.477, -0.076, -0.638], [0.037, 0.142, 0.224], [-0.080, 0.118, -0.123], [-0.781, 0.327, -0.286], [0.234, 0.006, -0.098], [-0.229, -0.089, 0.056], [0.107, 0.033, 0.101], [-0.125, -0.292, 0.000], [-0.089, 1.072, -0.496], [0.358, -0.205, 1.268]],
  "spin_multiplicity": 1,
  "total_charge": 0,
  "orbital_gap_ev": 4.52
}

***

[2]
{
  "formula": "C7H7ClINO2",
  "method": "the ωB97M-V functional and the def2-TZVPD basis",
  "symbols": ["I", "Cl", "O", "O", "N", "C", "C", "C", "C", "C", "C", "C", "H", "H", "H", "H", "H", "H", "H"],
  "xyz": [[-2.973, 0.124, 0.099], [1.647, 0.393, -0.021], [-0.115, -1.501, -2.195], [-0.686, -1.907, -0.006], [-0.658, 1.215, -1.618], [0.169, 3.056, -0.287], [0.202, 2.355, 1.038], [-0.512, -1.229, -1.085], [-0.893, 0.286, -0.829], [-0.641, -3.300, -0.098], [0.481, 0.990, 0.931], [-0.415, 2.492, -1.341], [0.337, -3.695, 0.232], [-1.386, -3.736, 0.651], [-0.859, -3.667, -1.016], [0.333, 0.297, 1.749], [0.500, 4.129, -0.228], [-0.392, 2.672, 1.886], [-0.482, 3.134, -2.200]],
  "atomic_forces_ev_per_a": [[0.162, 0.438, 0.287], [3.088, -1.197, -2.360], [-0.675, -0.744, 1.526], [-0.140, -0.327, 0.628], [0.728, -1.773, 1.991], [0.767, 1.361, 3.434], [-0.540, -3.263, -2.466], [1.022, 2.935, -2.221], [-2.609, -1.349, -1.922], [0.265, -1.574, 4.304], [-0.901, 3.125, 4.093], [0.486, 2.240, -2.117], [-0.236, 0.420, -0.289], [0.822, 0.862, -1.004], [-0.649, -0.773, -2.978], [-0.566, 0.239, 0.275], [-0.757, -1.147, -0.783], [0.045, 0.262, -0.036], [-0.313, 0.266, -0.363]],
  "spin_multiplicity": 1,
  "smiles": "COC(=O)/C(I)=N/C=C\\C=C/Cl",
  "total_charge": 0,
  "orbital_gap_ev": [6.87, 6.87]
}

***

[3]
{
  "formula": "C57H38CrN9",
  "method": "the ωB97M-V functional and the def2-TZVPD basis",
  "symbols": ["Cr", "N", "N", "N", "N", "N", "N", "N", "N", "N", "C", "C", "C", "C", "C", "C", "C", "C", "C", "C", "C", "C", "C", "C", "C", "C", "C", "C", "C", "C", "C", "C", "C", "C", "C", "C", "C", "C", "C", "C", "C", "C", "C", "C", "C", "C", "C", "C", "C", "C", "C", "C", "C", "C", "C", "C", "C", "C", "C", "C", "C", "C", "C", "C", "C", "C", "C", "H", "H", "H", "H", "H", "H", "H", "H", "H", "H", "H", "H", "H", "H", "H", "H", "H", "H", "H", "H", "H", "H", "H", "H", "H", "H", "H", "H", "H", "H", "H", "H", "H", "H", "H", "H", "H", "H"],
  "xyz": [[-0.027, 0.489, 0.557], [2.773, 0.929, 2.568], [0.555, -0.037, 2.447], [-3.381, 1.539, -0.214], [-0.906, 1.761, -0.848], [-2.001, 0.233, 1.306], [-1.512, -0.925, 3.406], [1.510, 1.898, 0.685], [0.717, 3.557, -0.947], [0.763, -1.073, 1.302], [-1.406, 3.662, -2.114], [2.115, -2.894, -4.947], [4.601, 3.379, 1.960], [-2.400, 1.695, -1.235], [-2.303, -0.390, 2.497], [-5.149, -1.159, -3.440], [3.410, 2.952, 1.345], [2.807, -0.845, -1.267], [-2.061, 0.424, -2.013], [3.816, -4.123, 3.347], [2.963, -5.151, 3.737], [-3.159, 0.813, 0.829], [1.765, -2.985, 5.867], [4.553, 5.346, 0.528], [5.164, 4.562, 1.544], [1.726, -0.246, -2.171], [1.404, -2.320, -5.990], [1.613, 3.052, -0.029], [-2.920, -0.477, -2.748], [-4.540, -0.782, 3.786], [-2.441, 5.257, -3.553], [2.221, -2.244, -3.719], [-0.377, 3.012, -1.287], [1.889, 0.126, 3.020], [-4.622, -2.155, -4.254], [0.744, -1.396, 4.298], [-4.317, -0.335, -2.695], [-6.431, 0.317, 2.735], [0.921, -3.761, 3.546], [2.557, 1.835, 1.552], [0.352, -0.377, -1.469], [2.137, 1.199, -2.485], [0.782, -1.093, -5.783], [-2.585, 2.930, -2.068], [3.182, -1.731, 4.326], [2.795, 3.737, 0.343], [0.888, -0.453, -4.558], [-4.277, 0.481, 1.747], [1.580, -5.060, 3.836], [-0.198, -0.778, 3.443], [3.380, 4.951, -0.069], [-5.621, 0.805, 1.718], [1.790, -2.915, 2.615], [-2.404, -1.497, -3.560], [-3.746, -0.300, 2.756], [3.246, -2.786, 3.050], [1.273, -2.140, 1.695], [-5.894, -0.471, 3.760], [-3.625, 4.518, -3.514], [-1.321, 4.836, -2.848], [0.668, -2.784, 4.852], [1.999, -0.868, 4.056], [-3.707, 3.353, -2.763], [2.968, -2.491, 5.612], [1.621, -1.005, -3.501], [-3.241, -2.317, -4.301], [-0.753, 0.487, -1.649], [1.565, -3.569, 6.757], [2.901, -0.225, -0.373], [1.337, 1.768, -2.962], [-6.019, 1.424, 0.922], [3.416, -6.118, 3.952], [1.333, -2.820, -6.950], [3.803, -2.647, 6.284], [-6.224, -1.028, -3.376], [-1.334, -1.642, -3.609], [0.004, -1.406, -1.571], [-0.067, -3.887, 3.097], [3.780, -0.879, -1.772], [2.777, -2.722, -2.923], [-7.491, 0.546, 2.740], [-2.807, -3.092, -4.924], [2.419, 1.721, -1.570], [4.118, -1.178, 4.316], [-0.313, -3.040, 5.245], [5.022, 6.276, 0.224], [-4.489, 4.857, -4.074], [-6.545, -0.839, 4.543], [2.595, -3.857, -5.082], [-4.628, 2.784, -2.723], [-5.274, -2.799, -4.831], [6.084, 4.911, 1.999], [4.884, -4.278, 3.244], [-4.732, 0.423, -2.041], [0.972, -5.908, 4.127], [5.054, 2.777, 2.740], [0.197, -0.637, -6.575], [2.905, 5.552, -0.836], [3.002, 1.200, -3.155], [-2.399, 6.167, -4.139], [0.369, 0.487, -4.406], [-0.394, 5.397, -2.854], [3.810, -2.250, 2.284], [2.547, -1.855, -0.938], [-4.103, -1.380, 4.577]],
  "atomic_forces_ev_per_a": [[-0.342, 0.275, -0.915], [-0.024, 0.017, -0.072], [-0.220, 0.271, 1.208], [0.007, 0.112, -0.109], [-0.350, 0.326, 0.025], [-0.143, -0.053, 0.053], [-0.005, -0.015, 0.027], [-0.136, -0.082, 0.084], [0.256, 0.114, 0.145], [0.519, -1.219, 0.175], [0.042, -0.051, 0.006], [-0.039, 0.050, 0.009], [0.068, 0.099, -0.052], [0.080, -0.408, 0.068], [0.051, -0.023, 0.013], [0.038, 0.046, 0.048], [-0.052, -0.198, 0.190], [-0.005, -0.062, -0.015], [-0.441, 0.296, -0.071], [-0.137, -0.037, 0.093], [-0.072, 0.148, -0.082], [0.018, -0.069, 0.027], [-0.128, 0.029, -0.089], [-0.078, -0.029, -0.044], [-0.059, -0.070, 0.004], [-0.036, 0.049, 0.092], [0.028, 0.028, 0.055], [-0.028, 0.157, 0.088], [0.060, 0.033, 0.174], [-0.081, -0.046, 0.066], [0.036, -0.039, 0.047], [-0.005, -0.061, -0.026], [-0.099, -0.058, 0.074], [-0.045, 0.112, -0.291], [0.030, 0.051, 0.053], [0.055, -0.163, 0.002], [-0.003, 0.022, -0.053], [0.053, -0.051, 0.045], [0.044, -0.023, 0.086], [0.175, 0.087, -0.027], [0.167, 0.224, -0.205], [0.014, -0.020, 0.032], [-0.006, -0.018, 0.063], [0.025, -0.065, -0.040], [-0.058, -0.053, 0.007], [-0.141, 0.131, -0.155], [-0.045, -0.003, -0.013], [0.017, 0.106, -0.129], [0.149, 0.073, 0.014], [0.005, 0.253, -0.346], [0.104, 0.013, 0.064], [-0.081, 0.060, -0.064], [0.060, -0.208, 0.174], [0.001, -0.158, -0.031], [0.165, -0.080, 0.078], [-0.022, -0.066, 0.047], [0.010, 0.211, 0.013], [0.088, 0.013, -0.055], [0.068, 0.023, 0.014], [-0.030, 0.105, -0.081], [0.109, -0.018, -0.004], [0.103, -0.104, 0.189], [-0.035, -0.007, 0.053], [0.004, 0.151, -0.106], [0.024, 0.070, -0.027], [0.036, 0.037, 0.029], [0.117, 0.012, -0.361], [0.017, -0.035, -0.028], [0.001, -0.040, -0.046], [0.063, -0.036, -0.007], [0.035, -0.019, 0.012], [0.000, -0.003, 0.003], [-0.023, 0.001, 0.037], [0.003, -0.030, -0.034], [0.025, 0.007, 0.005], [0.048, 0.011, -0.022], [-0.001, -0.094, 0.104], [-0.033, 0.061, -0.007], [-0.044, 0.006, 0.018], [-0.001, 0.041, -0.031], [0.008, 0.006, 0.000], [0.001, 0.015, 0.022], [0.004, -0.144, -0.229], [0.053, -0.005, 0.008], [-0.042, 0.013, 0.013], [0.005, -0.010, 0.016], [0.014, 0.013, 0.009], [-0.007, -0.006, 0.015], [-0.004, 0.015, 0.003], [0.041, 0.004, 0.024], [0.002, 0.002, -0.003], [0.001, -0.001, -0.006], [-0.035, -0.004, 0.000], [-0.022, -0.041, -0.028], [0.031, 0.017, -0.041], [-0.012, 0.022, -0.026], [0.027, -0.011, 0.022], [0.014, -0.026, 0.021], [-0.020, -0.018, -0.001], [0.008, 0.007, -0.009], [0.034, -0.041, -0.015], [-0.036, -0.013, -0.016], [-0.028, 0.043, -0.037], [0.020, 0.026, 0.004], [-0.027, 0.017, -0.021]],
  "spin_multiplicity": 4,
  "total_charge": -2,
  "orbital_gap_ev": [4.87, 4.36]
}

***

[4]
{
  "formula": "C3H4N2O",
  "method": "the ωB97M-V functional and the def2-TZVPD basis",
  "symbols": ["O", "N", "N", "C", "C", "C", "H", "H", "H", "H"],
  "xyz": [[2.278, 0.510, -0.101], [0.171, 1.128, -0.048], [0.428, -1.036, 0.026], [-1.123, 0.569, 0.018], [1.100, 0.152, -0.044], [-0.950, -0.778, 0.063], [-2.056, 1.117, 0.030], [-1.665, -1.592, 0.122], [0.892, -1.926, 0.039], [0.926, 1.857, -0.105]],
  "atomic_forces_ev_per_a": [[0.510, -1.446, 0.037], [0.569, -0.221, -0.013], [0.215, -0.036, -0.009], [0.211, -0.092, -0.007], [0.495, -0.180, -0.008], [0.144, 0.341, -0.013], [0.386, 0.033, -0.013], [0.128, 0.406, -0.024], [-0.143, -0.032, 0.008], [-2.514, 1.227, 0.041]],
  "spin_multiplicity": 1,
  "smiles": "O=c1[nH]cc[nH]1",
  "total_charge": 0,
  "orbital_gap_ev": 9.13
}

***

[5]
{
  "formula": "H3NO3P",
  "method": "the ωB97M-V functional and the def2-TZVPD basis",
  "symbols": ["P", "O", "O", "O", "N", "H", "H", "H"],
  "xyz": [[-0.695, 0.252, 0.612], [1.550, -0.401, -0.510], [-0.751, -1.279, 0.461], [-1.663, 0.790, -0.770], [0.868, 0.675, -0.081], [-2.025, -0.140, -0.978], [0.986, -1.150, -0.309], [1.731, 1.252, 1.574]],
  "atomic_forces_ev_per_a": [[-1.630, 0.179, 0.190], [0.792, 0.875, -0.628], [0.340, 0.210, -0.156], [-0.065, -2.534, 0.474], [1.629, 1.037, 0.651], [0.670, 1.972, 0.062], [-1.042, -1.252, 0.517], [-0.694, -0.486, -1.111]],
  "spin_multiplicity": 1,
  "total_charge": -1,
  "orbital_gap_ev": [7.73, 7.44]
}

***

[6]
{
  "formula": "C16H38N3O6P",
  "method": "the ωB97M-V functional and the def2-TZVPD basis",
  "symbols": ["P", "O", "O", "O", "O", "O", "O", "N", "N", "N", "C", "C", "C", "C", "C", "C", "C", "C", "C", "C", "C", "C", "C", "C", "C", "C", "H", "H", "H", "H", "H", "H", "H", "H", "H", "H", "H", "H", "H", "H", "H", "H", "H", "H", "H", "H", "H", "H", "H", "H", "H", "H", "H", "H", "H", "H", "H", "H", "H", "H", "H", "H", "H", "H"],
  "xyz": [[1.248, -1.343, -0.443], [-1.831, -2.882, 1.063], [-3.480, 1.193, -1.362], [0.273, -0.172, -0.636], [3.182, 0.732, 2.967], [-0.016, -2.440, 2.365], [2.748, 1.325, -3.439], [4.347, -2.239, -1.548], [0.506, -2.861, 0.053], [-3.911, 0.207, 0.712], [1.673, -3.719, 0.529], [-3.824, -1.280, 0.780], [4.157, -3.213, -0.434], [-2.284, -1.653, 0.399], [1.968, 2.502, -3.645], [-5.859, 0.675, -1.151], [2.756, -4.008, -0.622], [1.061, 2.723, -2.445], [-0.409, -2.698, 1.193], [-4.689, 0.804, 1.839], [1.164, 2.358, -4.928], [-3.681, 1.853, 2.577], [-4.359, 0.689, -0.608], [2.401, 1.910, 2.763], [1.600, 1.767, 1.479], [1.492, 2.127, 3.962], [0.387, 1.873, -2.304], [5.022, -3.963, -0.422], [4.154, -2.641, 0.562], [0.567, 3.252, -5.122], [4.472, -1.275, -1.225], [2.664, 3.341, -3.740], [-5.014, 0.038, 2.631], [-3.015, 1.328, 3.356], [1.002, 2.661, 1.284], [5.066, -2.530, -2.218], [2.576, -0.016, 3.050], [2.266, 1.600, 0.628], [2.330, -0.997, 0.450], [-4.220, 2.760, 3.005], [-2.180, -1.714, -0.737], [1.834, -1.597, -1.743], [2.080, 2.216, 4.879], [-4.585, -1.832, 0.135], [0.891, 3.033, 3.843], [2.141, 0.578, -3.354], [-1.663, -0.797, 0.859], [-6.085, 1.732, -1.553], [2.234, -3.191, 1.393], [1.828, 2.188, -5.780], [-3.953, -1.675, 1.858], [-5.638, 1.358, 1.520], [1.308, -4.712, 0.970], [-2.975, 2.211, 1.737], [3.096, 2.749, 2.671], [0.817, 1.276, 4.099], [0.930, 0.904, 1.531], [1.651, 2.814, -1.530], [0.461, 3.629, -2.565], [0.493, 1.495, -4.872], [-6.653, 0.462, -0.363], [-5.936, -0.015, -2.067], [2.384, -3.776, -1.672], [3.032, -5.128, -0.613]],
  "atomic_forces_ev_per_a": [[-2.465, 2.747, -1.812], [2.679, 0.914, -1.328], [-3.215, -2.000, 2.561], [1.732, -2.471, 0.809], [0.349, -0.074, -0.043], [-0.851, -1.084, -4.646], [0.392, -0.056, 0.003], [0.056, -0.258, 0.521], [0.615, 0.382, 1.199], [-2.217, -0.852, -0.143], [1.342, -0.831, 0.565], [1.435, -1.358, 0.421], [-0.218, 0.034, 0.013], [-1.043, 1.467, -0.046], [-0.638, -0.301, 0.107], [-0.062, 0.661, 0.009], [0.697, -0.622, 0.094], [0.009, 0.124, 0.169], [-0.562, 0.633, 4.632], [0.367, 1.133, 1.660], [0.124, 0.081, -0.288], [0.246, -0.143, -1.030], [2.471, 1.808, -2.440], [-0.622, -0.305, -0.034], [0.174, 0.091, -0.050], [0.088, 0.161, 0.252], [0.005, 0.064, -0.057], [-1.256, 1.014, 0.134], [0.065, -0.970, -1.351], [0.000, -0.082, 0.004], [0.287, -0.711, -0.346], [0.138, -0.223, 0.009], [0.453, 0.874, -1.481], [-1.202, 0.818, -1.105], [-0.017, -0.106, -0.047], [-0.375, 0.442, 0.589], [0.021, 0.181, 0.034], [-0.046, 0.097, 0.050], [-0.507, -0.648, -0.257], [0.690, -1.320, -0.326], [0.185, 0.104, 1.598], [-0.085, -0.458, 1.275], [-0.015, 0.056, -0.098], [0.973, 0.708, 0.638], [0.003, -0.074, 0.018], [0.013, 0.198, 0.003], [-1.076, -1.139, -1.183], [0.539, -1.603, 0.646], [-0.990, -0.769, -1.217], [-0.017, 0.084, 0.074], [0.061, 0.953, -1.615], [1.319, -0.734, 0.160], [0.148, 1.566, -0.831], [-1.095, -0.391, 1.418], [0.134, -0.217, 0.060], [-0.023, 0.047, -0.152], [-0.070, 0.152, 0.073], [-0.026, 0.039, -0.097], [0.017, -0.053, 0.013], [-0.040, 0.101, 0.134], [1.153, -0.086, -1.073], [0.171, 0.842, 1.605], [0.299, -0.311, 1.449], [-0.716, 1.675, 0.097]],
  "spin_multiplicity": 1,
  "smiles": "CCN(CCOC(=O)N(CCCN)[PH2]=O)C(C)=O.CC(C)O.CC(C)O",
  "total_charge": 0,
  "orbital_gap_ev": 9.71
}

***

What did we get for E_tot? Answer: -20636.170; -33576.018; -101554.226; -8202.894; -16967.818; -43248.748 eV, in the order shown.
What did we get for strongest force on any atom? Answer: 2.3; 5.2; 1.3; 2.8; 2.6; 4.8 eV Å⁻¹, in the order shown.